i:
C33H32BBrN13NaO3S | ωB97M-V/def2-TZVPD

Calculated values
Total charge: -1
Multiplicity: 2
Expectation value of S²: 0.771
Gap between HOMO and LUMO (spin up / spin down) (eV): 6.5 / 2.9
LUMO level (spin up / spin down) (eV): 1.476 / -2.095
Molecular weight (g mol⁻¹): 804.480

Positions of all 85 atoms, in Å:
Na (7.76591, -8.45031, 17.08056)
C (6.89572, -4.65440, 18.12428)
C (5.69967, -5.24982, 17.84083)
C (4.39729, -4.77766, 17.69431)
C (3.67557, -6.05577, 17.46128)
N (4.52057, -7.01728, 17.49318)
N (5.79942, -6.58370, 17.55459)
B (4.11475, -8.54324, 17.35078)
N (4.46946, -9.13044, 15.97919)
C (3.68806, -9.44123, 14.88598)
C (4.42681, -9.34091, 13.77134)
C (5.71295, -8.92920, 14.16897)
C (6.89132, -8.76578, 13.33586)
N (5.74309, -8.83968, 15.45302)
N (4.81712, -9.15043, 18.56827)
C (4.74291, -8.51003, 19.75275)
C (5.63785, -9.03655, 20.55205)
C (6.36324, -9.95499, 19.80203)
C (7.45337, -10.89948, 20.22444)
N (5.82386, -10.02451, 18.58873)
N (2.60052, -8.68775, 17.45682)
C (1.92204, -9.29098, 18.47314)
C (0.62854, -9.12552, 18.18548)
C (0.54167, -8.53434, 16.96679)
C (-0.67422, -8.14944, 16.20171)
N (1.71550, -8.25738, 16.51320)
H (7.75803, -5.26295, 17.98779)
H (6.90477, -4.25914, 19.12814)
H (6.97678, -3.84507, 17.38149)
H (4.22179, -3.70498, 17.93665)
H (2.56345, -6.07123, 17.40473)
H (2.70054, -9.79161, 14.97234)
H (3.97974, -9.68310, 12.80984)
H (7.05973, -9.62222, 12.71816)
H (7.71235, -8.57878, 14.01201)
H (6.79033, -7.81496, 12.81530)
H (4.07463, -7.71100, 20.03403)
H (5.75537, -8.75688, 21.53515)
H (7.12948, -11.55036, 21.02600)
H (8.25508, -10.21778, 20.61209)
H (7.73140, -11.57519, 19.43690)
H (2.36254, -9.67621, 19.33255)
H (-0.08391, -9.50653, 18.89054)
H (-1.07415, -8.99435, 15.52764)
H (-0.48312, -7.36011, 15.49167)
H (-1.50190, -7.84451, 16.82580)
Br (1.25267, -3.03261, 12.47412)
C (2.84687, -3.94014, 13.01560)
C (4.01240, -3.18868, 12.92594)
C (5.19140, -3.72739, 13.45883)
C (5.15285, -4.95653, 14.10038)
C (3.97028, -5.71640, 14.11462)
C (2.82507, -5.21260, 13.52818)
N (6.27297, -5.44725, 14.76593)
C (7.38956, -5.32906, 14.14000)
C (8.70634, -5.65082, 14.65900)
C (9.85739, -5.19966, 14.02292)
C (11.13846, -5.51750, 14.54161)
C (11.20736, -6.24861, 15.69415)
C (10.00972, -6.65722, 16.32247)
N (8.78939, -6.32619, 15.87347)
H (4.03527, -2.15755, 12.52918)
H (6.05019, -3.09857, 13.59145)
H (3.96192, -6.65748, 14.68427)
H (1.85966, -5.73619, 13.40946)
H (7.45874, -4.91798, 13.14518)
H (9.75567, -4.59155, 13.13413)
H (12.01843, -5.17541, 13.96146)
H (12.16964, -6.59754, 16.08785)
H (10.17876, -7.33045, 17.15947)
C (11.15299, -11.58221, 15.24262)
S (10.45155, -9.92678, 15.29220)
O (10.34521, -9.38861, 13.91697)
O (11.41916, -9.21622, 16.11680)
O (9.09045, -10.02891, 15.82611)
H (11.95917, -11.49866, 14.53783)
H (10.39182, -12.21493, 14.91790)
H (11.48006, -11.92210, 16.21304)
N (8.71563, -7.73928, 19.53970)
C (9.63297, -7.25399, 20.08402)
C (10.71224, -6.68494, 20.74380)
C (11.37138, -5.53875, 20.21075)
N (12.04280, -4.63844, 19.85525)
C (11.39619, -7.26191, 21.80702)
N (12.04459, -7.62420, 22.72201)

---

ii:
C33H32BBrN13NaO3S | ωB97M-V/def2-TZVPD

Calculated values
Total charge: -1
Multiplicity: 2
Expectation value of S²: 0.783
Gap between HOMO and LUMO (spin up / spin down) (eV): 7.2 / 3.9
LUMO level (spin up / spin down) (eV): 1.204 / -2.164
Molecular weight (g mol⁻¹): 804.480

Positions of all 85 atoms, in Å:
Na (0.23135, -0.40803, -0.86142)
C (2.30028, -3.61121, -0.03375)
C (2.79513, -2.28972, 0.50862)
C (3.88843, -2.07255, 1.36030)
C (3.97258, -0.67880, 1.55760)
N (2.87885, -0.17205, 0.93535)
N (2.18049, -1.11851, 0.36385)
B (2.45583, 1.30153, 0.98674)
N (2.40380, 1.99180, -0.42431)
C (2.74333, 3.22746, -0.88865)
C (2.28708, 3.31373, -2.17761)
C (1.66410, 2.09024, -2.40399)
C (0.99184, 1.74348, -3.63215)
N (1.69214, 1.31548, -1.35932)
N (1.11768, 1.26753, 1.76197)
C (0.88150, 0.41771, 2.73083)
C (0.03660, 0.95349, 3.58144)
C (-0.47665, 2.11080, 2.82975)
C (-1.53600, 3.05872, 3.30028)
N (0.32736, 2.44826, 1.97109)
N (3.53929, 2.07365, 1.75136)
C (4.84322, 2.23623, 1.44355)
C (5.47440, 2.93742, 2.50123)
C (4.42947, 3.06760, 3.46898)
C (4.36817, 3.97481, 4.64223)
N (3.30148, 2.50363, 3.04148)
H (2.42501, -4.39115, 0.71871)
H (2.99831, -3.93286, -0.79082)
H (1.30686, -3.58477, -0.53509)
H (4.61174, -2.73378, 1.85327)
H (4.59093, -0.10961, 2.21929)
H (3.34092, 3.89633, -0.31179)
H (2.33472, 4.07873, -2.94232)
H (0.38177, 0.86418, -3.38594)
H (1.68368, 1.56515, -4.36853)
H (0.29993, 2.52943, -3.89765)
H (1.42157, -0.56266, 2.82522)
H (-0.63432, 0.61353, 4.31151)
H (-1.30355, 3.35205, 4.32811)
H (-2.32799, 2.37262, 3.53152)
H (-1.83750, 3.87414, 2.58274)
H (5.16420, 1.85078, 0.45415)
H (6.55306, 3.13792, 2.63193)
H (5.03450, 3.69807, 5.46738)
H (3.34474, 4.04115, 4.97986)
H (4.72297, 5.01906, 4.31769)
Br (-4.91722, -7.15636, 0.42076)
C (-4.17199, -5.48418, -0.01844)
C (-4.90076, -4.34812, 0.15579)
C (-4.43841, -3.16341, -0.33779)
C (-3.20035, -3.07552, -1.01587)
C (-2.44067, -4.23189, -1.10384)
C (-2.92721, -5.44228, -0.64976)
N (-2.61888, -1.87688, -1.42764)
C (-3.38468, -0.99499, -1.97417)
C (-3.00846, 0.43537, -2.12914)
C (-3.88511, 1.36022, -2.68445)
C (-3.59886, 2.70236, -2.59278)
C (-2.37827, 3.11299, -2.06915)
C (-1.59893, 2.12104, -1.54807)
N (-1.86325, 0.84282, -1.58656)
H (-5.87213, -4.40320, 0.66847)
H (-5.03160, -2.31585, -0.11049)
H (-1.51507, -4.17925, -1.63569)
H (-2.25722, -6.33562, -0.80858)
H (-4.41141, -1.22074, -2.18354)
H (-4.91245, 0.97903, -2.96735)
H (-4.27171, 3.47480, -2.91919)
H (-2.01710, 4.15147, -1.98101)
H (-0.68938, 2.36136, -0.96137)
C (-0.21821, -2.08508, -4.70760)
S (0.89601, -3.00644, -3.59848)
O (2.12735, -3.08900, -4.38463)
O (0.19403, -4.23793, -3.27169)
O (1.05259, -2.05016, -2.48539)
H (-0.38647, -2.58587, -5.58284)
H (0.29156, -1.15910, -4.91410)
H (-1.11970, -1.89524, -4.08369)
N (-1.23197, -1.05391, 1.18579)
C (-2.30263, -0.92136, 1.61823)
C (-3.63035, -0.65578, 2.03753)
C (-4.24838, 0.12350, 1.04534)
N (-4.91887, 0.77055, 0.33305)
C (-4.29448, -1.17499, 3.17633)
N (-4.80269, -1.55341, 4.14739)

---

Which structure is the least stable? The one labeled i.

---

i:
C32H30N5O4PbSeSi | ωB97M-V/def2-TZVPD

Calculated values
Total charge: +1
Multiplicity: 1
Gap between HOMO and LUMO (spin up / spin down) (eV): 5.7 / 6.1
LUMO level (spin up / spin down) (eV): -5.049 / -5.187
Molecular weight (g mol⁻¹): 862.869

Positions of all 74 atoms, in Å:
Pb (0.81605, 0.16322, 0.02132)
C (2.16833, -3.45925, -0.04625)
O (0.91287, -2.77450, 0.02808)
C (-0.14929, -3.39840, -0.57678)
C (-0.10689, -4.64224, -1.17916)
C (-1.28375, -5.18591, -1.70301)
C (-2.46543, -4.50052, -1.53304)
C (-2.52564, -3.25856, -0.98394)
C (-1.37118, -2.71471, -0.47824)
N (-1.36475, -1.46226, 0.18744)
N (-2.40700, -1.13126, 0.79188)
C (-2.50558, -0.08382, 1.60688)
C (-1.39533, 0.50541, 2.37981)
O (-0.23670, 0.09844, 2.26834)
C (-1.71896, 1.56695, 3.28698)
C (-2.97799, 1.98254, 3.44140)
C (-4.09937, 1.42746, 2.69039)
C (-5.38549, 1.88892, 2.91672)
C (-6.45542, 1.38356, 2.19830)
C (-6.24638, 0.31900, 1.30686)
C (-4.97076, -0.19464, 1.10024)
C (-3.84500, 0.34340, 1.80093)
H (2.08540, -4.43411, 0.44257)
H (2.84157, -2.82661, 0.51674)
H (2.51285, -3.55467, -1.04826)
H (0.84536, -5.15006, -1.14160)
H (-1.23657, -6.14334, -2.20064)
H (-3.41829, -4.89932, -1.87199)
H (-3.45034, -2.75607, -0.91526)
H (-0.84471, 1.98477, 3.79236)
H (-3.15763, 2.79693, 4.10369)
H (-5.53498, 2.65546, 3.65406)
H (-7.47782, 1.78035, 2.27082)
H (-7.07380, -0.10928, 0.76688)
H (-4.83543, -1.01041, 0.38930)
O (-1.99574, 3.56211, -0.11872)
C (-1.02112, 2.85422, -0.00756)
N (-0.81150, 1.64050, -0.64807)
C (-1.75874, 1.21680, -1.55686)
O (-2.90797, 1.57352, -1.67565)
C (-1.26248, 0.11740, -2.49716)
C (-2.12987, -0.52904, -3.37563)
C (-1.65233, -1.50687, -4.23133)
C (-0.31113, -1.79281, -4.20607)
C (0.49005, -1.11428, -3.27721)
N (0.01803, -0.23026, -2.39575)
C (0.16243, 3.29936, 0.83974)
C (0.13486, 4.54105, 1.46949)
C (1.18626, 4.91235, 2.27722)
C (2.24528, 4.02769, 2.43297)
C (2.23089, 2.83223, 1.73582)
N (1.21228, 2.49179, 0.94343)
H (-3.16348, -0.23839, -3.36506)
H (-2.30817, -2.01177, -4.91052)
H (0.15556, -2.51134, -4.88441)
H (1.54638, -1.33287, -3.21757)
H (-0.67784, 5.21491, 1.29136)
H (1.19444, 5.86476, 2.81816)
H (3.07702, 4.25255, 3.05723)
H (3.06554, 2.11587, 1.77492)
C (5.98098, 2.12733, -0.08444)
Si (5.29328, 0.50854, -0.70020)
C (4.88285, -0.71294, 0.74457)
C (6.56461, -0.31414, -1.82990)
Se (3.40354, 0.78812, -1.87772)
H (6.97011, 1.98552, 0.38925)
H (5.32836, 2.60807, 0.64575)
H (6.13478, 2.84026, -0.90308)
H (5.74375, -0.69902, 1.41980)
H (4.80256, -1.73784, 0.36922)
H (4.02918, -0.43782, 1.35658)
H (7.53567, -0.21972, -1.33945)
H (6.57520, 0.17531, -2.77629)
H (6.39454, -1.36763, -1.97065)

---

ii:
C32H30N5O4PbSeSi | ωB97M-V/def2-TZVPD

Calculated values
Total charge: +1
Multiplicity: 1
Gap between HOMO and LUMO (eV): 5.8
LUMO level (eV): -4.560
Molecular weight (g mol⁻¹): 862.869

Positions of all 74 atoms, in Å:
Pb (12.05652, 12.96043, 9.34008)
C (8.66950, 12.41267, 12.21320)
O (9.66524, 13.18614, 11.63948)
C (9.31624, 14.30075, 10.94518)
C (8.02828, 14.66410, 10.68320)
C (7.79539, 15.95233, 10.13857)
C (8.81938, 16.82032, 9.91912)
C (10.13387, 16.51424, 10.20859)
C (10.38047, 15.25025, 10.70387)
N (11.62534, 14.58704, 10.91068)
N (12.45955, 15.23970, 11.59022)
C (13.74441, 15.05753, 11.90589)
C (14.50436, 13.86901, 11.63363)
O (13.93247, 13.02896, 10.90456)
C (15.91416, 13.81549, 11.98653)
C (16.54596, 14.91221, 12.52526)
C (15.79854, 16.10790, 12.85308)
C (16.42857, 17.13521, 13.56318)
C (15.74218, 18.27221, 14.03368)
C (14.39410, 18.31257, 13.83975)
C (13.72148, 17.30318, 13.12865)
C (14.39541, 16.17268, 12.69224)
H (8.23746, 12.94895, 13.06776)
H (9.19770, 11.54138, 12.66311)
H (7.85111, 12.09342, 11.57930)
H (7.24825, 13.99827, 10.93366)
H (6.77176, 16.12202, 9.86172)
H (8.60807, 17.79053, 9.51520)
H (11.04940, 17.07741, 10.00636)
H (16.54228, 12.97626, 11.60501)
H (17.66905, 14.85115, 12.55652)
H (17.50269, 17.03206, 13.73262)
H (16.33923, 19.00715, 14.51014)
H (13.86708, 19.20345, 14.20387)
H (12.68867, 17.40636, 12.92171)
O (8.89958, 10.31285, 8.35389)
C (9.75820, 10.95302, 8.92481)
N (10.12027, 12.29236, 8.63144)
C (9.21761, 13.11991, 7.98148)
O (8.07265, 12.89894, 7.80442)
C (9.80097, 14.45550, 7.47108)
C (9.08822, 15.42281, 6.79925)
C (9.69898, 16.61019, 6.41044)
C (11.02352, 16.81878, 6.78620)
C (11.60156, 15.89350, 7.62475)
N (11.03012, 14.70740, 7.86897)
C (10.50348, 10.31345, 10.03111)
C (10.18800, 9.03696, 10.42820)
C (10.88435, 8.52845, 11.48556)
C (11.96108, 9.18345, 12.05034)
C (12.31703, 10.38088, 11.48457)
N (11.55260, 10.92534, 10.56648)
H (8.07544, 15.22000, 6.57343)
H (9.12109, 17.35211, 5.86482)
H (11.60399, 17.69875, 6.47122)
H (12.64139, 16.03963, 7.97778)
H (9.39379, 8.47878, 9.94883)
H (10.76621, 7.56775, 12.01406)
H (12.62553, 8.65315, 12.76651)
H (13.10448, 10.88098, 11.94264)
C (16.36106, 11.06320, 6.62596)
Si (14.76018, 10.78546, 7.51278)
C (14.92500, 10.28593, 9.26403)
C (13.56235, 9.68724, 6.60088)
Se (13.94497, 13.00712, 7.45618)
H (17.14520, 10.33090, 6.61405)
H (16.89678, 11.95171, 7.03966)
H (16.10188, 11.30347, 5.61987)
H (15.76780, 9.63440, 9.17642)
H (14.09533, 9.87689, 9.79643)
H (15.18293, 11.15348, 9.86846)
H (13.89577, 8.64470, 6.65681)
H (13.41370, 9.95982, 5.56422)
H (12.55469, 9.86870, 7.02433)

---

Which structure is the least stable? The one labeled ii.